18
Properties=species:S:1:pos:R:3 method="wB97M-V/def2-TZVPD" fmax_ev_per_a=3.7 de_lowest_kcal_mol=0.0 smiles="N#CC1(c2ccccc2Cl)C=C1" total_charge=0
N 2.767 1.673 -1.909
C 1.753 1.175 -1.658
C 0.478 0.536 -1.430
C 0.197 -0.008 -0.090
C -1.162 0.031 0.284
C -1.543 -0.293 1.596
C -0.562 -0.576 2.558
C 0.728 -0.656 2.177
C 1.144 -0.244 0.872
Cl 2.778 -0.479 0.402
C -0.138 -0.233 -2.582
C -0.875 0.787 -2.328
H -1.870 0.173 -0.474
H -2.602 -0.427 1.942
H -0.909 -0.730 3.588
H 1.598 -0.957 2.855
H -0.088 -1.210 -3.117
H -1.691 1.436 -2.684